Entry 1:
Molecular formula: C13H27AgB3BrNO4
Method: DFT, ωB97M-V with the def2-TZVPD basis set

As for the total energy: -3662.366394 Eh. Its charge is +2. Its expectation value of S² is 0.763. The calculation puts the HOMO-LUMO gap (spin up / spin down) at 8.4 / 4.7 eV. The spin multiplicity is 2.

Each line ends with the Mulliken charge.
Geometry (Å):
1 C 1.4735 1.5739 -2.1146  -0.731
2 C 0.0861 1.9831 -2.6431  -0.486
3 C -0.6997 2.9573 -1.7406  -0.926
4 C -2.0212 2.3949 -1.2199  -1.082
5 C -1.7905 1.5390 0.0347  0.364
6 C -2.9774 0.6553 0.4402  -0.830
7 C -2.8861 -0.8412 0.0869  -0.419
8 C -2.2717 -1.2547 -1.2672  0.055
9 C -1.3560 -2.4760 -1.1414  -1.516
10 C -0.0113 -2.2078 -0.4360  0.919
11 C 0.2007 -3.1295 0.8006  -0.807
12 B 1.1277 -2.3966 1.7873  0.044
13 O 0.6755 -1.9346 3.0252  -0.237
14 B 1.0213 -0.6432 3.3037  0.932
15 N -0.0160 0.2956 3.7035  -1.026
16 O 2.3374 -0.2340 3.0682  -0.161
17 B 2.8143 -0.7298 1.8814  0.225
18 C 3.7349 0.2102 0.9551  -0.013
19 C 4.9189 -0.4357 0.3511  0.383
20 O 6.0055 0.0556 0.1894  -0.162
21 Br 5.0504 -2.1687 -0.3406  0.240
22 O 2.4408 -1.9626 1.4562  -0.229
23 H 1.7811 2.2136 -1.2803  0.241
24 H 1.4754 0.5326 -1.7711  -0.056
25 H 2.2413 1.6449 -2.8837  0.399
26 H -0.5133 1.0852 -2.8021  0.304
27 H 0.2026 2.4386 -3.6242  0.439
28 H -0.0785 3.2415 -0.8787  0.288
29 H -0.8996 3.8846 -2.2753  0.413
30 H -2.7147 3.2032 -0.9820  0.509
31 H -2.5179 1.7570 -1.9557  0.451
32 H -1.5990 2.3538 0.8024  0.425
33 H -0.8673 0.9651 -0.1236  -0.055
34 H -3.1229 0.7028 1.5247  0.320
35 H -3.8769 1.1030 0.0130  0.419
36 H -2.3813 -1.3832 0.8945  0.170
37 H -3.9163 -1.1983 0.1088  0.412
38 H -3.0755 -1.5470 -1.9436  0.454
39 H -1.7522 -0.4217 -1.7503  -0.358
40 H -1.1730 -2.8920 -2.1324  0.491
41 H -1.9022 -3.2396 -0.5836  0.478
42 H 0.0039 -1.1587 -0.0974  -0.773
43 H 0.8173 -2.3469 -1.1317  0.502
44 H -0.7650 -3.2592 1.2912  0.340
45 H 0.5878 -4.1085 0.5100  0.319
46 H -0.8360 0.1855 3.1045  0.394
47 H 0.3889 1.2430 3.7551  0.299
48 H 4.1042 1.0659 1.5232  0.406
49 H 3.1353 0.5676 0.1029  0.015
50 Ag -0.6032 2.1167 2.4052  0.217

---

Entry 2:
Molecular formula: C13H27AlBr2N2O
Method: DFT, ωB97M-V with the def2-TZVPD basis set

As for the total energy: -6086.643510 Eh. Its charge is 0. The calculation puts the HOMO-LUMO gap at 5.2 eV.

Each line ends with the Mulliken charge.
Geometry (Å):
1 C 1.4709 0.8426 -2.0717  -0.837
2 C 0.9744 -0.7446 -1.8927  -0.223
3 C -0.6785 -0.6899 -2.1210  -0.465
4 C -1.3330 -2.1644 -2.4586  -0.264
5 O -2.4925 -1.8862 -3.3701  -0.600
6 Al -3.6980 -0.6752 -2.5499  0.598
7 Br -3.2090 1.6694 -3.0911  -0.519
8 C -5.6690 -0.9568 -3.1927  -0.609
9 C -6.6775 0.1603 -2.4675  -0.171
10 C -6.7974 -0.0595 -0.8432  -0.820
11 Br -8.4382 0.0777 -3.4442  -0.258
12 H 2.3805 1.1123 -1.3719  0.170
13 H 0.5718 1.5689 -1.7744  0.230
14 H 1.6839 1.0595 -3.2159  0.317
15 H 1.4897 -1.4480 -2.7051  0.300
16 H 1.2732 -1.1003 -0.8099  0.028
17 H -1.1403 -0.1639 -1.1730  0.222
18 H -0.8182 -0.0429 -3.1141  0.233
19 H -0.5100 -2.8399 -2.9888  0.258
20 H -1.6935 -2.7648 -1.5193  0.175
21 H -3.6981 -0.9174 -0.9817  -0.270
22 H -5.6591 -0.6409 -4.3439  0.214
23 H -6.0347 -2.0615 -3.0297  0.281
24 H -6.2768 1.2724 -2.6259  0.280
25 H -7.4770 0.7440 -0.3303  0.322
26 H -7.1154 -1.1709 -0.6538  0.246
27 H -5.7015 0.1139 -0.4048  0.171
28 C 5.4475 -0.9681 1.4595  -1.489
29 C 4.0009 -0.5200 1.3760  0.045
30 N 3.6122 0.4146 2.4414  0.199
31 C 2.4911 1.2336 2.4054  -0.516
32 C 2.4605 1.9217 3.5847  -0.319
33 N 3.5603 1.5077 4.3152  0.074
34 C 4.2451 0.5942 3.6127  -0.146
35 C 3.9380 1.9690 5.6446  -0.790
36 H 5.6402 -1.5019 2.3955  0.387
37 H 5.6892 -1.6431 0.6331  0.374
38 H 6.1228 -0.1082 1.4140  0.399
39 H 3.3315 -1.3852 1.4372  0.279
40 H 3.8279 -0.0233 0.4142  0.218
41 H 1.8540 1.2165 1.5373  0.515
42 H 1.7939 2.6555 4.0036  0.433
43 H 5.1512 0.1006 3.9443  0.368
44 H 4.9269 2.4319 5.5909  0.339
45 H 3.9664 1.1109 6.3215  0.339
46 H 3.2138 2.6997 6.0141  0.284

---

Entry 3:
Molecular formula: C13H27BFMgN2NaO5
Method: DFT, ωB97M-V with the def2-TZVPD basis set

As for the total energy: -1483.637716 Eh. Its charge is +2. The calculation puts the HOMO-LUMO gap at 3.9 eV.

Each line ends with the Mulliken charge.
Geometry (Å):
1 C 0.2380 2.4467 5.0860  -0.979
2 C 1.5983 2.1539 4.3264  -0.456
3 B 1.4514 0.8195 3.4939  0.285
4 O 1.1489 -0.3573 4.1376  -0.719
5 C 1.5997 0.6921 1.8726  0.066
6 C 0.4701 1.4751 1.1401  0.152
7 C -0.9793 1.1826 1.6176  -1.806
8 F 0.7019 2.8089 1.4296  -0.386
9 C 2.9301 1.1601 1.2205  -0.730
10 C 3.8611 0.1425 1.9397  -0.846
11 C 2.9642 -1.1016 1.7377  -0.010
12 N 1.7271 -0.7764 1.6680  0.224
13 H 0.1765 3.4841 5.4187  0.330
14 H -0.6020 2.1477 4.4406  0.133
15 H 0.2115 1.7492 5.9373  0.412
16 H 1.9345 3.0085 3.7288  0.371
17 H 2.3410 1.9600 5.1220  0.315
18 H 0.7251 -0.1941 4.9925  0.317
19 H 0.5133 1.3617 0.0465  0.474
20 H -1.3040 1.9428 2.3480  0.933
21 H -1.6409 1.2985 0.7174  -0.012
22 H -1.1245 0.1787 2.0424  0.569
23 H 2.8610 0.7738 0.1882  0.425
24 H 3.1722 2.2227 1.2167  0.411
25 H 4.2204 0.3706 2.9523  0.297
26 H 4.7655 -0.1184 1.3628  0.483
27 H 3.3837 -2.1066 1.6643  0.497
28 H 0.9583 -1.4254 1.5364  0.267
29 C -0.9892 -2.4840 -3.6353  -1.441
30 C -0.6599 -2.1287 -2.1928  0.139
31 C -1.4383 -0.9123 -1.6639  -0.432
32 O -0.9593 0.3558 -2.1281  -0.251
33 C -1.4166 0.7367 -3.4150  -0.930
34 N 0.7923 -1.9365 -2.0662  -0.604
35 H -0.5127 -1.8108 -4.3513  0.239
36 H -0.6358 -3.4874 -3.8654  0.416
37 H -2.0641 -2.4657 -3.8127  0.287
38 H -0.9436 -2.9854 -1.5746  0.490
39 H -1.3143 -0.8875 -0.5709  0.131
40 H -2.5156 -1.0118 -1.8558  0.566
41 H -2.4499 0.4010 -3.5954  0.126
42 H -0.7477 0.3478 -4.1879  0.452
43 H -1.3914 1.8258 -3.4753  0.451
44 H 1.0277 -1.8024 -1.0842  0.085
45 H 1.0266 -1.0434 -2.4947  0.367
46 C -4.2149 -2.4856 -5.6960  0.750
47 O -5.2711 -2.8514 -6.1972  -0.531
48 O -4.1173 -1.6167 -4.7169  -0.632
49 O -3.0633 -2.8808 -6.0644  -0.442
50 Na -3.1538 1.3931 0.6488  0.967
51 Mg -3.2910 0.4302 -5.3899  0.777

---

Entry 4:
Molecular formula: C13H27BN3O13
Method: DFT, ωB97M-V with the def2-TZVPD basis set

As for the total energy: -1678.594534 Eh. Its charge is +1. The calculation puts the HOMO-LUMO gap at 8.6 eV.

Each line ends with the Mulliken charge.
Geometry (Å):
1 C 1.5645 -3.4512 4.7207  -0.686
2 O 0.7003 -2.7770 5.6306  -0.306
3 C 0.5909 -1.4067 5.3249  -0.598
4 C -0.4009 -1.2741 4.1899  0.352
5 N -0.2297 -0.9010 2.9356  -0.078
6 N -1.3874 -0.9454 2.2573  -0.305
7 C -2.2901 -1.3154 3.0840  -0.234
8 N -1.6895 -1.5468 4.3177  0.335
9 O -2.2030 -1.9202 5.5141  -0.294
10 B -3.2995 -2.8597 5.4546  0.489
11 O -3.1307 -4.0646 6.0325  -0.394
12 O -4.5147 -2.5590 4.8974  -0.515
13 H 2.5365 -2.9568 4.6370  0.304
14 H 1.1205 -3.5020 3.7147  0.304
15 H 1.6808 -4.4771 5.0568  0.280
16 H 0.2264 -0.8834 6.2055  0.327
17 H 1.5574 -1.0244 4.9800  0.395
18 H 0.6589 -0.6221 2.5426  0.211
19 H -3.3395 -1.4331 2.8824  0.589
20 H -2.2117 -4.3620 5.9899  0.333
21 H -4.6151 -3.1272 4.1212  0.343
22 C -2.6992 0.1328 -0.1464  -0.827
23 O -2.3361 0.3023 -1.5141  -0.269
24 C -2.6905 -0.7147 -2.3017  0.783
25 O -3.2642 -1.7136 -1.9526  -0.575
26 O -2.3002 -0.4320 -3.5413  -0.303
27 C -2.6191 -1.4414 -4.5065  -0.707
28 H -2.3626 1.0161 0.3911  0.319
29 H -3.7832 0.0523 -0.0472  0.335
30 H -2.2149 -0.7365 0.2612  0.507
31 H -3.6958 -1.5815 -4.5730  0.330
32 H -2.1273 -2.3807 -4.2597  0.326
33 H -2.2484 -1.0897 -5.4651  0.239
34 C 4.5846 0.1191 -4.1378  -0.605
35 O 3.5855 -0.9000 -4.0246  -0.351
36 C 2.4519 -0.4960 -3.4644  0.757
37 O 2.2163 0.6153 -3.0590  -0.557
38 O 1.6124 -1.5297 -3.4191  -0.384
39 C 0.3439 -1.2163 -2.8400  -0.697
40 H 5.4508 -0.3381 -4.6070  0.222
41 H 4.2312 0.9352 -4.7653  0.277
42 H 4.8679 0.4908 -3.1546  0.298
43 H -0.1629 -0.4583 -3.4196  0.403
44 H 0.4675 -0.8885 -1.8069  0.268
45 H -0.2526 -2.1260 -2.8479  0.322
46 C 1.5099 3.2366 -3.3944  -0.660
47 O 1.0307 4.5304 -2.9983  -0.339
48 C 1.7975 5.1485 -2.1066  0.780
49 O 2.8157 4.7198 -1.6265  -0.552
50 O 1.2432 6.3314 -1.8306  -0.327
51 C 1.9680 7.1118 -0.8800  -0.628
52 H 0.8016 2.8411 -4.1174  0.295
53 H 2.4870 3.3216 -3.8665  0.300
54 H 1.5545 2.5711 -2.5469  0.373
55 H 2.9650 7.3425 -1.2512  0.294
56 H 2.0299 6.5945 0.0763  0.286
57 H 1.4175 8.0390 -0.7458  0.219